[1]
Here is a molecular structure, C44H43N5O2P2S2ScSe2 from OMol25. Energies are from ωB97M-V/def2-TZVPD.

Computed properties:
E_tot (eV): -249521.7460
Total charge: -1

Each line ends with the natural charge from an NBO analysis.
Positions of all 101 atoms, in Å:
1 Sc 1.2013 1.2971 -0.9038  1.447
2 C 0.6518 3.7747 2.2385  -0.651
3 C 1.1025 3.3444 0.8563  0.301
4 O 1.4039 2.0112 0.8359  -0.855
5 C 2.1271 4.2349 0.1937  -0.197
6 C 2.4859 5.4698 0.7281  -0.183
7 C 3.4024 6.3046 0.1005  -0.280
8 C 3.9658 5.8962 -1.1045  -0.200
9 C 3.6212 4.6734 -1.6591  -0.300
10 C 2.7077 3.8175 -1.0295  0.435
11 O 2.4004 2.6525 -1.5918  -0.838
12 H -0.0512 3.0261 2.6046  0.229
13 H 0.1685 4.7500 2.2367  0.213
14 H 1.5219 3.7855 2.9070  0.210
15 H 2.0314 5.7940 1.6588  0.204
16 H 3.6619 7.2627 0.5411  0.200
17 H 4.6711 6.5406 -1.6201  0.199
18 H 4.0262 4.3533 -2.6134  0.212
19 Se -3.4386 -4.4318 1.2801  -0.539
20 P -3.2931 -2.4719 0.4963  1.207
21 C -3.9799 -2.4228 -1.1951  -0.284
22 C -3.2823 -1.9594 -2.3045  -0.208
23 C -3.8845 -1.9727 -3.5607  -0.200
24 C -5.1799 -2.4405 -3.7101  -0.206
25 C -5.8816 -2.9064 -2.6011  -0.223
26 C -5.2830 -2.9026 -1.3507  -0.201
27 C -4.3495 -1.2982 1.4257  -0.300
28 C -4.5998 -0.0218 0.9108  -0.207
29 C -5.4435 0.8447 1.5913  -0.205
30 C -6.0400 0.4499 2.7824  -0.202
31 C -5.7909 -0.8143 3.2968  -0.229
32 C -4.9492 -1.6908 2.6164  -0.210
33 C -1.7102 -1.6036 0.3597  -0.231
34 C -0.3164 -1.7563 0.5877  -0.293
35 N 0.2473 -0.6240 0.1087  -0.294
36 N -0.7189 0.1224 -0.3902  -0.099
37 N -1.8882 -0.4143 -0.2576  -0.278
38 P 0.7981 -2.8654 1.5012  1.264
39 Se 2.8240 -2.6410 0.9803  -0.544
40 C 0.4893 -2.4967 3.2584  -0.407
41 C 1.5128 -1.9195 4.0024  -0.118
42 C 1.2702 -1.4877 5.3024  -0.237
43 C 0.0083 -1.6337 5.8585  -0.197
44 C -1.0120 -2.2250 5.1208  -0.204
45 C -0.7746 -2.6537 3.8231  -0.193
46 C 0.3032 -4.5604 1.1380  -0.291
47 C -0.1188 -4.8840 -0.1480  -0.199
48 C -0.3729 -6.2066 -0.4801  -0.192
49 C -0.2154 -7.2035 0.4743  -0.203
50 C 0.2198 -6.8822 1.7552  -0.215
51 C 0.4922 -5.5612 2.0853  -0.200
52 H -2.2835 -1.5604 -2.1979  0.238
53 H -3.3355 -1.5989 -4.4182  0.219
54 H -5.6494 -2.4381 -4.6883  0.208
55 H -6.8952 -3.2742 -2.7124  0.209
56 H -5.8169 -3.2810 -0.4869  0.227
57 H -4.1182 0.2915 -0.0060  0.257
58 H -5.6331 1.8342 1.1891  0.216
59 H -6.7004 1.1296 3.3093  0.207
60 H -6.2547 -1.1265 4.2255  0.207
61 H -4.7620 -2.6863 2.9973  0.237
62 H 2.4897 -1.7972 3.5490  0.236
63 H 2.0684 -1.0268 5.8744  0.212
64 H -0.1851 -1.2826 6.8661  0.209
65 H -2.0003 -2.3451 5.5506  0.214
66 H -1.5689 -3.1257 3.2616  0.241
67 H -0.2526 -4.1013 -0.8845  0.225
68 H -0.7198 -6.4559 -1.4758  0.213
69 H -0.4393 -8.2349 0.2205  0.208
70 H 0.3498 -7.6640 2.4972  0.210
71 H 0.8428 -5.3025 3.0797  0.221
72 S -0.5838 3.5018 -0.2454  0.124
73 C -0.1880 4.3093 -1.7828  -0.130
74 C -0.0122 5.6994 -1.7806  -0.232
75 C 0.2671 6.3952 -2.9449  -0.252
76 C 0.3306 5.6911 -4.1433  -0.210
77 C 0.1430 4.3164 -4.1608  -0.244
78 C -0.0910 3.5761 -2.9880  -0.150
79 S -0.2380 1.8224 -3.0782  -0.370
80 H -0.0871 6.2277 -0.8357  0.212
81 H 0.4338 7.4683 -2.9177  0.200
82 H 0.5238 6.2194 -5.0726  0.197
83 H 0.1950 3.7695 -5.0954  0.212
84 N 3.7549 0.7036 -0.0314  -0.828
85 C 5.0351 0.0229 -0.2570  -0.210
86 C 5.4305 0.0632 -1.7270  -0.400
87 C 4.5445 -0.7876 -2.6536  -0.409
88 C 3.2178 -0.1543 -3.0897  -0.213
89 N 2.0844 -0.4551 -2.1745  -0.860
90 H 3.8794 1.6990 -0.1501  0.383
91 H 3.4360 0.5617 0.9186  0.391
92 H 4.9397 -1.0137 0.0538  0.192
93 H 5.8401 0.4612 0.3354  0.166
94 H 6.4619 -0.2894 -1.8067  0.198
95 H 5.4154 1.1047 -2.0715  0.203
96 H 4.3404 -1.7500 -2.1640  0.202
97 H 5.1153 -1.0154 -3.5569  0.205
98 H 2.9665 -0.5026 -4.0882  0.187
99 H 3.3272 0.9281 -3.1475  0.223
100 H 2.3397 -1.1856 -1.5179  0.408
101 H 1.2999 -0.7946 -2.7134  0.387

Atoms 1-6, force components in eV/Å:
Sc -0.979 -1.534 -1.471
C 0.105 -0.121 0.117
C -0.414 0.180 -0.476
O 0.447 1.087 1.659
C 0.022 -0.090 0.082
C -0.019 -0.042 0.014


[2]
Here is 2 unconnected molecules or ions with the total composition C4H7NO2 from OMol25. Energies are from ωB97M-V/def2-TZVPD.

Computed properties:
E_tot (eV): -9841.4090
Total charge: 0
SMILES string: O=NC1=CC[C@H]1O.[H][H]

Each line ends with the natural charge from an NBO analysis.
Positions of all 14 atoms, in Å:
1 O 1.9405 1.5126 -0.4946  -0.314
2 N 1.5488 0.6417 -1.2543  0.135
3 C 0.2674 0.1788 -0.8899  0.001
4 C -0.2081 -1.0720 -0.9135  -0.078
5 C -1.3200 -0.7513 0.0606  -0.442
6 C -0.8333 0.7344 -0.0086  0.078
7 O -0.4696 1.3065 1.2171  -0.714
8 H 0.1648 -1.9913 -1.3539  0.222
9 H -1.1189 -1.1384 1.0642  0.235
10 H -2.3454 -0.9884 -0.2356  0.216
11 H -1.5413 1.3757 -0.5512  0.176
12 H 0.4204 1.6685 1.1007  0.492
13 H 2.0494 -0.5278 1.1721  0.009
14 H 1.4454 -0.9489 1.0867  -0.017

Atoms 1-6, force components in eV/Å:
O -0.140 -0.145 -0.463
N 0.034 0.231 0.281
C 0.015 -0.139 0.025
C 0.129 0.055 -0.098
C -0.158 -0.106 0.053
C -0.136 0.029 -0.217


[3]
Here is a single C5H8Cl2O molecule from OMol25. Energies are from ωB97M-V/def2-TZVPD.

Computed properties:
E_tot (eV): -32406.3573
Total charge: 0
SMILES string: CC(=O)[C@@H](C)C(Cl)Cl

Each line ends with the natural charge from an NBO analysis.
Positions of all 16 atoms, in Å:
1 C -2.0869 -0.3865 0.0854  -0.754
2 C -0.8649 -0.5685 -0.7726  0.618
3 O -0.8122 -1.3593 -1.6795  -0.533
4 C 0.4708 0.2771 -0.3419  -0.367
5 C 0.4601 1.1646 0.8971  -0.645
6 C 1.6541 -0.6906 -0.5005  -0.148
7 Cl 3.1111 0.4208 -0.7157  -0.089
8 Cl 2.0473 -1.7193 0.9208  -0.019
9 H -1.8379 -0.0085 1.0754  0.233
10 H -2.7295 -1.3387 0.1379  0.256
11 H -2.8859 0.3878 -0.2853  0.254
12 H 0.4556 0.9110 -1.2611  0.252
13 H 0.6562 0.5713 1.8334  0.227
14 H -0.5104 1.6198 0.9218  0.217
15 H 1.1983 1.9258 1.1317  0.248
16 H 1.6742 -1.2067 -1.4470  0.251

Atoms 1-6, force components in eV/Å:
C -2.957 0.282 -0.270
C 0.629 0.100 1.493
O 0.203 0.584 0.163
C -0.726 -0.840 -1.760
C 0.038 -1.441 1.621
C 1.304 1.951 0.341


[4]
Here is a molecular structure, C16H6Cl5N2O5Pt from OMol25. Energies are from ωB97M-V/def2-TZVPD.

Computed properties:
E_tot (eV): -95745.4565
Total charge: -1
Multiplicity: 3

Each line ends with the Mulliken spin population.
Positions of all 35 atoms, in Å:
1 Pt 0.1351 0.5845 0.8954  0.505
2 Cl -1.2952 -1.9962 0.6698  0.164
3 C -2.0699 -1.3102 -0.3110  0.029
4 C -1.8087 0.2400 -0.4575  0.611
5 C -2.9751 0.9367 -0.0962  -0.115
6 Cl -2.8682 2.5218 0.6122  0.007
7 C -4.2156 0.4292 -0.4596  0.252
8 Cl -5.6443 1.3864 -0.3298  0.031
9 C -4.3066 -0.8947 -1.0227  -0.056
10 Cl -5.8491 -1.4645 -1.5417  -0.004
11 C -3.2136 -1.7005 -1.1048  0.185
12 Cl -3.3119 -3.3653 -1.5424  0.022
13 O -1.0366 -5.4039 0.5179  -0.048
14 C -0.4856 -4.5579 -0.1442  0.026
15 C 0.8179 -4.4718 -0.9129  -0.012
16 O 1.5196 -5.2385 -1.5257  -0.055
17 C 0.8726 -3.0275 -0.5435  0.024
18 C -0.5429 -3.0602 0.0122  0.018
19 O -0.5245 -1.0436 1.2396  0.121
20 C -2.2311 -2.7174 1.4985  0.133
21 O -3.0365 -3.2560 2.2214  0.181
22 O 1.6806 -2.1434 -0.3372  -0.049
23 N 3.7382 5.4806 -0.0285  0.001
24 C 2.8643 4.4409 0.1057  0.001
25 C 1.4859 4.6179 -0.0144  -0.002
26 C 0.6353 3.5471 0.1634  0.025
27 N 1.0670 2.3168 0.4403  -0.014
28 C 2.4032 2.1242 0.5121  0.011
29 C 3.3149 3.1411 0.3653  0.017
30 H 3.4028 6.4139 -0.1683  0.000
31 H 4.7208 5.3355 0.1006  0.000
32 H 1.0760 5.5933 -0.2410  0.000
33 H -0.4358 3.6710 0.0825  -0.002
34 H 2.7316 1.1053 0.6804  -0.009
35 H 4.3743 2.9376 0.4492  0.001

Atoms 1-6, force components in eV/Å:
Pt 0.801 6.128 -2.797
Cl -1.765 -4.710 4.356
C -6.813 10.470 -10.034
C -0.086 -1.375 3.318
C 0.929 -0.432 -1.491
Cl -0.054 0.376 -0.180